Density functional theory data (the ωB97M-V functional and the def2-TZVPD basis) for an isolated ion of composition C2H8NOS and charge +1.

As for the HOMO energy: -15.7 eV. The calculation puts the gap between HOMO and LUMO at 11.990 eV. Its net charge is +1. For the energy above the lowest of the compared OMol25 structures with the same formula, charge and spin, the calculation gives 317.5 kJ/mol.

```
13
Properties=species:S:1:pos:R:3:forces:R:3
C -0.41747 -1.32002 0.23510 -1.445 1.750 -4.352
C -0.15578 1.41378 0.86121 -0.035 1.848 1.682
N 0.97319 0.33879 -1.54611 -0.934 0.433 1.420
O 2.03223 -0.49969 0.60590 -0.078 1.005 1.294
S 0.78038 0.04499 0.18120 -0.040 -1.294 -4.175
H -1.00288 -1.34559 1.13608 0.517 -0.573 0.720
H 0.18170 -2.14257 -0.23279 -0.740 0.252 1.196
H -1.24550 -1.02373 -0.62298 2.097 -0.670 2.048
H -0.35674 1.21742 1.95659 0.530 -0.412 -1.054
H -1.17753 1.49027 0.42472 0.939 -0.332 -0.310
H 0.34012 2.44207 0.89835 -0.262 -1.576 -0.622
H 0.96751 1.26227 -1.97548 -0.638 0.321 0.981
H 1.72224 -0.12444 -2.06255 0.090 -0.752 1.171
```
Forces are in eV/Å.

Density functional theory data (the ωB97M-V functional and the def2-TZVPD basis) for one molecule with the formula C10H12Se.

As for the HOMO energy (alpha / beta): -4.5 / -8.4 eV. The calculation puts the gap between HOMO and LUMO (alpha / beta) at 5.173 / 6.231 eV. Its spin multiplicity is 3. Its net charge is 0. For the energy above the lowest of the compared OMol25 structures with the same formula, charge and spin, the calculation gives 231.6 kJ/mol.

```
23
Properties=species:S:1:pos:R:3:forces:R:3
C 2.24150 1.45445 -0.53006 -0.541 2.513 2.891
C 2.71495 0.58980 -1.46766 0.188 -6.493 -5.170
C 1.11511 1.18576 0.18183 0.500 3.324 2.393
C 1.95831 -0.62479 -1.91175 2.364 4.308 1.304
C 0.31115 0.15588 -0.04264 -0.477 -2.808 -0.764
C 0.77443 -0.76173 -1.23786 -1.171 -0.422 0.681
C -1.12099 -1.76810 0.39201 -0.403 0.726 -1.572
C -0.97335 -0.25723 0.63040 -0.262 -0.575 -3.060
C -1.19348 0.10104 2.02897 4.897 1.652 0.525
C -2.07436 0.46828 -0.22934 0.858 1.124 0.259
Se -0.22515 -2.30034 -1.28549 -0.433 -0.128 0.543
H 2.92352 2.21658 -0.17431 -0.265 0.259 -0.080
H 3.68996 0.71919 -1.87487 0.526 0.126 -0.352
H 0.91919 1.90602 1.00976 -0.137 -0.685 -0.526
H 2.34283 -1.28342 -2.70469 -0.280 0.305 0.644
H -0.84258 -2.38301 1.18138 1.150 -0.912 1.466
H -2.13950 -1.99618 0.22576 -1.243 -0.254 -0.164
H -2.10929 -0.12752 2.37132 -3.283 -0.883 1.202
H -1.04361 1.19419 2.03401 -0.217 -0.271 0.627
H -0.38354 -0.34529 2.66231 -0.797 0.325 -0.213
H -1.69132 0.39336 -1.27763 -0.674 0.822 0.659
H -2.19616 1.56142 0.22757 0.151 -2.257 -1.562
H -2.99760 -0.09837 -0.20900 -0.451 0.203 0.270
```
Forces are in eV/Å.

Density functional theory data (the ωB97M-V functional and the def2-TZVPD basis) for C22H28N8O2RhS as an isolated structure.

As for the HOMO energy (alpha / beta): -10.4 / -10.4 eV. The calculation puts the gap between HOMO and LUMO (alpha / beta) at 5.448 / 5.460 eV. Its net charge is +1. For the energy above the lowest of the compared OMol25 structures with the same formula, charge and spin, the calculation gives 94.9 kJ/mol.

```
62
Properties=species:S:1:pos:R:3:forces:R:3
Rh -0.09291 0.38111 0.91123 -1.399 1.320 -1.462
O 0.53783 1.80271 2.12322 1.373 -0.690 -0.711
C -0.08560 2.35324 3.09114 -1.576 0.209 0.712
C 0.58301 3.36260 3.82488 -0.020 0.139 -0.036
C -0.01041 3.97660 4.89093 -0.143 -0.207 -0.124
C -1.31485 3.61459 5.29329 -0.057 0.046 0.128
C -2.00117 2.65603 4.60790 0.023 0.063 0.057
C -1.44441 1.99803 3.48151 1.239 0.620 0.130
C -2.22176 1.03552 2.83453 -0.004 -0.549 -1.025
N -1.85031 0.33315 1.77227 1.427 1.068 1.327
N -2.70343 -0.54250 1.27642 -1.201 -1.746 -1.617
C -2.18388 -1.30010 0.31505 -0.110 1.432 1.668
O -0.92118 -1.21246 0.00063 0.459 -0.091 -0.480
C -3.03032 -2.23579 -0.39759 -0.530 -0.642 -0.473
C -4.41298 -2.25377 -0.17474 0.369 0.113 0.018
C -5.21106 -3.14160 -0.86796 -0.051 -0.123 -0.099
C -4.64520 -4.02119 -1.78367 0.053 0.048 0.003
C -3.27346 -4.01039 -2.00777 -0.175 -0.120 -0.128
C -2.46698 -3.12344 -1.32166 0.003 0.286 0.269
H 1.57918 3.63615 3.50477 0.019 -0.044 -0.015
H 0.53048 4.74352 5.42857 -0.024 0.005 0.046
H -1.76646 4.09389 6.15052 0.002 0.009 -0.011
H -2.99550 2.36860 4.92684 -0.029 0.035 -0.017
H -3.22395 0.82992 3.19803 0.016 -0.071 0.011
H -4.82535 -1.55918 0.54265 -0.074 -0.020 -0.014
H -6.27996 -3.15344 -0.70312 0.002 0.010 0.029
H -5.27447 -4.71586 -2.32378 0.003 -0.007 0.001
H -2.84090 -4.70157 -2.71910 0.024 -0.009 0.017
H -1.39461 -3.11787 -1.47140 0.000 -0.044 -0.008
C -0.87885 -0.61361 -3.90133 0.168 -0.042 -0.073
N -0.81100 0.07621 -2.62240 0.060 0.128 -0.076
C -0.78896 1.38543 -2.43436 0.198 -0.489 -0.385
N -0.65057 2.21249 -3.47713 -0.212 -0.005 0.221
S -0.93409 2.10054 -0.88526 0.688 -0.965 1.635
H -1.56121 -1.45576 -3.80457 -0.027 0.029 0.023
H 0.09787 -0.99467 -4.20754 0.000 0.075 -0.001
H -1.26426 0.04193 -4.67903 -0.065 -0.063 0.008
H -0.79307 -0.49944 -1.78684 -0.314 -0.048 0.248
H -0.61984 1.89046 -4.42925 -0.047 0.007 0.031
H -0.72245 3.20002 -3.30558 0.063 0.084 -0.078
C 2.43303 1.19075 -0.68146 0.225 0.122 -0.077
N 1.87713 0.03567 0.08479 -0.318 0.258 0.148
C 2.81498 -0.22981 1.22136 0.246 -0.003 0.116
N 4.15602 -0.50858 0.75619 0.110 -0.048 0.080
C 4.64363 0.64469 -0.00379 -0.101 -0.009 0.011
N 3.77669 0.92341 -1.15276 0.013 0.083 -0.053
C 3.74867 -0.26189 -2.01134 -0.043 0.007 0.090
N 3.25974 -1.43397 -1.28127 -0.011 -0.092 -0.125
C 1.92011 -1.16278 -0.80702 0.094 -0.132 -0.068
C 4.13695 -1.67154 -0.13091 -0.075 0.096 -0.015
H 2.43192 2.06561 -0.02987 -0.061 -0.027 0.030
H 1.78952 1.38910 -1.53865 -0.050 -0.045 0.044
H 2.43893 -1.08656 1.78478 -0.056 0.002 -0.006
H 2.83284 0.64855 1.86695 -0.128 -0.002 -0.020
H 5.65071 0.43487 -0.36400 0.007 0.028 0.037
H 4.66878 1.51853 0.64931 0.026 0.002 -0.028
H 4.75343 -0.45973 -2.38503 -0.013 -0.014 0.015
H 3.08732 -0.07454 -2.86078 0.028 0.021 -0.014
H 1.54219 -2.02161 -0.25253 -0.046 0.032 0.024
H 1.26967 -0.97497 -1.66181 0.035 0.001 0.050
H 5.15003 -1.85693 -0.48745 -0.018 -0.050 0.000
H 3.78476 -2.54837 0.41498 0.007 0.020 0.015
```
Forces are in eV/Å.

Density functional theory data (the ωB97M-V functional and the def2-TZVPD basis) for C30H51NP2Ti as an isolated structure.

As for the HOMO energy (alpha / beta): -9.7 / -9.7 eV. The calculation puts the gap between HOMO and LUMO (alpha / beta) at 6.618 / 6.695 eV. Its spin multiplicity is 2. Its net charge is +1. For the energy above the lowest of the compared OMol25 structures with the same formula, charge and spin, the calculation gives 0.0 kJ/mol.

```
85
Properties=species:S:1:pos:R:3:forces:R:3
Ti 0.16279 0.37837 1.53070 -1.270 -1.746 0.320
C 0.97651 -0.07907 3.83515 -0.003 1.185 -0.456
C 1.92026 0.51575 2.92772 -0.755 1.266 0.255
C 0.11212 1.96638 3.18164 1.312 -0.337 0.259
C -0.10081 0.82976 4.01901 0.783 0.311 -0.755
C 1.38820 1.80955 2.51499 -0.024 -0.688 1.519
C 1.17916 -1.31583 4.62584 0.083 -0.777 0.236
H 1.84871 -2.01384 4.10912 -0.137 0.114 0.188
H 0.23387 -1.83935 4.83387 0.316 0.135 -0.097
H 1.63718 -1.10477 5.60471 -0.102 0.101 -0.290
C -1.18864 0.73069 5.01991 -0.611 -0.314 0.074
H -1.18774 -0.24810 5.50840 -0.073 0.158 -0.071
H -2.16177 0.87597 4.53542 0.075 -0.024 0.157
H -1.09774 1.48604 5.81444 0.153 -0.082 -0.311
C -0.72221 3.19614 3.18980 -0.564 0.359 -0.212
H -0.76616 3.63690 4.19880 0.167 -0.146 -0.291
H -1.76172 2.98844 2.90123 0.165 -0.013 0.053
H -0.33474 3.94994 2.49213 -0.075 -0.132 0.257
C 2.04984 2.81259 1.64186 0.054 0.196 -0.188
H 1.91386 3.80510 2.06905 0.228 0.096 -0.103
H 1.62895 2.81935 0.63178 0.062 0.259 0.082
H 3.10989 2.58837 1.53710 0.067 0.161 0.064
C 3.32565 0.09993 2.69674 0.648 -0.150 -0.257
H 4.01584 0.68304 3.32990 -0.258 -0.214 -0.135
H 3.61152 0.28158 1.65480 0.127 -0.075 0.313
H 3.49679 -0.96068 2.90608 -0.048 0.240 0.073
C 0.03764 -2.06438 0.71783 0.591 -1.365 0.582
C 1.22866 -2.47039 1.25553 -1.446 0.265 -0.084
C 2.56664 -2.53418 0.60515 0.506 0.485 -0.279
C 2.75291 -1.63551 -0.64906 0.496 -0.962 -0.219
C 2.47403 -0.19505 -0.52847 -2.313 1.878 0.428
C 1.21405 0.40250 -0.58856 1.826 -0.760 -1.467
C -0.01162 -0.32396 -1.12018 -0.240 -0.361 -0.123
C -0.24278 -1.78540 -0.73237 -0.320 -0.126 0.004
H 2.80648 -3.56614 0.29075 -0.190 0.268 0.286
H 2.16806 -2.04228 -1.47839 0.115 0.075 0.110
H 3.31732 -2.24977 1.36457 -0.226 -0.278 -0.429
H 0.31081 -2.46348 -1.40443 -0.102 0.322 0.420
H -0.85924 -2.20675 1.32685 0.462 0.070 -0.048
H 1.19131 -2.90015 2.26425 -0.014 0.399 -0.253
H -1.30978 -2.02188 -0.93229 0.576 0.239 0.259
H -0.95410 0.23227 -0.98374 0.607 -0.101 0.117
H 1.18277 1.48513 -0.79799 0.163 -0.417 0.390
H 0.11250 -0.33350 -2.23631 -0.072 0.041 1.173
H 3.80188 -1.71929 -0.94923 -0.087 -0.154 0.039
H 3.34479 0.46202 -0.46764 -0.304 -0.020 0.151
P -0.19984 -1.84343 -3.95545 0.039 0.165 -0.775
P -0.35037 1.21139 -3.75352 -0.233 -0.077 -0.216
C -0.24427 -0.93355 -5.57451 0.275 -0.521 -0.064
C -0.75869 0.49542 -5.41485 -0.413 0.654 0.095
H -0.89675 -1.49632 -6.25374 0.277 0.116 -0.110
H 0.77640 -0.93167 -5.98438 -0.257 -0.019 0.060
H -0.31453 1.15886 -6.16040 -0.136 -0.077 -0.216
H -1.85031 0.53554 -5.54698 0.256 -0.022 0.063
C -0.96559 2.91589 -3.76866 -0.318 0.206 -0.572
H -0.38342 3.50978 -3.05749 -0.190 -0.088 -0.011
H -2.02793 2.93299 -3.49963 0.235 0.127 -0.032
H -0.83633 3.33792 -4.76266 -0.082 0.369 -0.092
C 1.42560 1.54622 -4.03978 0.128 -0.010 -0.011
H 1.59311 1.78808 -5.09212 0.153 -0.005 0.041
H 2.03295 0.67981 -3.76013 0.032 0.135 -0.065
H 1.71700 2.41430 -3.44386 0.133 -0.152 0.036
C -1.96971 -2.32241 -3.90843 -0.018 -0.151 0.265
H -2.19075 -2.73828 -2.91704 -0.206 0.019 -0.308
H -2.15371 -3.08313 -4.68056 -0.101 0.234 0.221
H -2.60832 -1.45168 -4.09017 0.076 -0.148 0.135
C 0.56044 -3.47771 -4.32515 -0.038 0.037 0.251
H 1.30005 -3.42731 -5.12660 -0.030 -0.006 0.101
H -0.21241 -4.20892 -4.56833 0.189 -0.068 -0.104
H 1.05437 -3.78032 -3.39066 0.001 -0.196 -0.386
C -2.32830 -1.62873 3.08350 -0.219 -0.680 0.480
C -2.72630 -0.42819 2.32527 -1.151 1.539 -0.828
C -3.99559 0.15672 2.24426 1.024 -0.425 0.183
C -3.88697 1.29085 1.39104 0.922 0.138 -0.334
C -2.56114 1.35640 0.95265 -1.505 -0.828 1.103
C -1.92615 2.33952 0.05106 -0.094 0.543 -0.485
N -1.86548 0.30616 1.52933 0.626 -0.190 -0.098
H -1.26880 -1.67152 3.38236 -0.394 0.149 -0.196
H -2.57276 -2.54322 2.52423 0.174 0.033 0.131
H -2.93508 -1.66352 3.99502 0.183 -0.132 -0.049
H -4.86038 -0.21952 2.77841 0.020 0.203 -0.167
H -4.64464 2.02315 1.13668 -0.010 -0.247 0.031
H -2.61120 3.19372 -0.04948 0.366 -0.076 0.073
H -0.96482 2.73071 0.43727 -0.137 -0.036 -0.136
H -1.77137 1.96392 -0.97299 0.076 0.109 0.248
```
Forces are in eV/Å.

Density functional theory data (the ωB97M-V functional and the def2-TZVPD basis) for a 2-piece molecular cluster, C2H6NO3 overall.

As for the HOMO energy (alpha / beta): -9.6 / -9.6 eV. The calculation puts the gap between HOMO and LUMO (alpha / beta) at 10.129 / 5.971 eV. Its spin multiplicity is 2. Its net charge is 0. For the energy above the lowest of the compared OMol25 structures with the same formula, charge and spin, the calculation gives 0.0 kJ/mol.

```
12
Properties=species:S:1:pos:R:3:forces:R:3
C -1.59734 -0.46167 1.62634 0.112 0.198 -0.001
O -1.11972 0.86711 1.56686 -0.099 0.108 0.161
H -0.80710 -1.17401 1.37821 -0.084 -0.126 -0.011
H -1.92349 -0.64534 2.64769 0.023 -0.029 0.067
H -2.46055 -0.61370 0.97302 0.007 -0.071 -0.119
H -0.61008 0.99647 0.75619 -0.179 -0.011 0.159
N 1.61339 -0.04516 -2.18729 0.378 -0.002 -0.076
C 1.12981 0.24619 -0.96744 0.064 0.208 -1.491
O 1.31453 -0.53473 0.00087 -0.179 0.042 0.903
O 0.44371 1.26408 -0.77004 -0.125 -0.127 0.789
H 1.58392 0.73199 -2.82993 0.083 -0.109 -0.135
H 2.43292 -0.63123 -2.19448 -0.001 -0.082 -0.246
```
Forces are in eV/Å.